(1)
C26H45BrInN5O3SSi | wB97M-V/def2-TZVPD

The geometry in XYZ format:
```
83
C26H45BrInN5O3SSi wB97M-V/def2-TZVPD
In -1.048 1.368 1.041
N -1.973 2.013 3.291
C -1.161 1.269 4.247
C 0.361 1.426 4.054
N 0.709 1.836 2.704
H -1.685 3.018 3.368
H -2.945 1.936 3.587
H -1.385 0.200 4.165
H -1.454 1.439 5.317
H 0.918 0.483 4.305
H 0.770 2.183 4.800
H 1.691 1.631 2.498
H 0.677 2.867 2.591
C -2.695 4.165 -3.564
C -2.142 4.390 -2.164
C -2.080 5.702 -1.624
C -1.735 5.897 -0.271
C -1.412 4.749 0.565
Br -0.962 5.192 2.405
N -1.389 3.516 -0.006
C -1.895 3.342 -1.254
H -3.116 5.056 -4.106
H -3.512 3.428 -3.523
H -1.919 3.744 -4.250
H -2.376 6.546 -2.250
H -1.741 6.866 0.259
H -2.019 2.339 -1.644
C 0.723 -2.978 2.425
C 0.255 -3.298 1.011
C -1.205 -3.652 1.032
C 1.234 -4.129 0.222
O 0.270 -1.931 0.362
Si 1.461 -1.079 -0.300
S 0.537 0.750 -0.916
O 2.130 -1.686 -1.697
C 1.604 -1.835 -3.104
C 2.003 -0.558 -3.804
C 0.109 -2.049 -2.950
C 2.354 -3.051 -3.549
O 2.666 -0.850 0.736
C 4.075 -0.521 0.838
C 4.380 0.601 -0.080
C 4.285 -0.064 2.320
C 4.732 -1.855 0.519
H 0.528 -3.873 2.996
H 0.202 -2.139 2.860
H 1.788 -2.847 2.406
H -1.264 -4.546 1.672
H -1.634 -3.852 0.081
H -1.688 -2.816 1.591
H 1.174 -5.177 0.508
H 2.260 -3.687 0.237
H 0.831 -4.074 -0.805
H 1.448 0.281 -3.463
H 1.795 -0.724 -4.881
H 3.077 -0.358 -3.710
H -0.335 -1.138 -2.551
H -0.211 -2.882 -2.319
H -0.336 -2.243 -3.985
H 3.397 -2.791 -3.562
H 2.065 -3.289 -4.545
H 2.121 -3.816 -2.864
H 3.667 1.425 -0.011
H 4.405 0.289 -1.122
H 5.396 1.022 0.029
H 3.742 0.845 2.521
H 5.360 -0.013 2.518
H 3.828 -0.791 2.975
H 4.558 -2.218 -0.498
H 4.395 -2.594 1.215
H 5.819 -1.776 0.713
N -3.936 -3.440 -2.063
C -3.992 -2.411 -1.592
C -4.110 -1.210 -0.863
C -5.249 -0.379 -1.102
C -5.483 0.703 -0.234
C -4.450 1.086 0.597
N -3.201 0.499 0.517
C -3.078 -0.705 -0.112
H -6.030 -0.776 -1.769
H -6.366 1.323 -0.222
H -4.509 1.882 1.309
H -2.079 -1.208 -0.078
```

The energy comes out at -135204.9586 eV. Its total charge is +2.

***

(2)
C26H46Br3ClF6LiN6O5P2 | wB97M-V/def2-TZVPD

The geometry in XYZ format:
```
96
C26H46Br3ClF6LiN6O5P2 wB97M-V/def2-TZVPD
C 7.476 -0.113 1.147
C 7.063 1.117 2.129
N 6.555 2.295 1.315
C 5.068 2.248 1.244
C 4.297 2.954 2.387
N 2.880 2.980 2.468
C 2.264 2.265 1.387
C 0.688 2.181 1.393
C -0.078 1.421 0.294
P -1.979 1.326 0.407
C -2.254 -0.421 1.143
C -2.601 2.493 1.803
C 0.705 0.735 -0.904
O -0.045 0.020 -1.915
C 2.249 0.856 -0.871
C 3.068 1.598 0.255
N 4.498 1.568 0.131
H 6.760 -0.085 0.256
H 7.455 -1.121 1.710
H 8.572 0.013 0.810
H 8.053 1.487 2.596
H 6.339 0.806 2.952
H 6.968 2.151 0.383
H 4.891 3.488 3.203
H 0.083 2.692 2.226
H -1.529 -0.506 2.046
H -3.383 -0.649 1.451
H -1.899 -1.192 0.365
H -3.705 2.262 1.992
H -2.027 2.237 2.771
H -2.465 3.599 1.542
H 0.493 -0.741 -2.259
H 2.825 0.363 -1.735
O 1.224 -2.619 -1.916
C 2.373 -2.955 -1.723
O 3.339 -2.026 -1.612
C 4.690 -2.308 -1.217
C 5.519 -2.772 -2.398
C 2.744 -4.411 -1.686
H 4.713 -3.011 -0.382
H 5.100 -1.367 -0.839
H 5.133 -3.701 -2.821
H 6.557 -2.934 -2.099
H 5.494 -2.026 -3.198
H 2.848 -4.778 -2.710
H 1.945 -4.961 -1.184
H 3.655 -4.620 -1.129
F 1.258 -4.382 1.867
P 1.812 -5.862 2.112
F 3.125 -4.938 1.966
F 0.700 -5.999 3.266
F 2.552 -6.921 1.151
F 0.687 -6.353 1.085
F 2.561 -6.580 3.333
C -10.805 4.843 1.931
C -9.416 5.453 1.842
N -8.378 4.440 1.613
C -7.356 4.523 0.683
C -6.591 3.407 0.834
N -7.160 2.666 1.849
C -8.237 3.303 2.313
C -6.675 1.386 2.359
H -10.874 4.128 2.754
H -11.553 5.620 2.099
H -11.058 4.314 1.007
H -9.167 5.978 2.768
H -9.384 6.178 1.024
H -7.298 5.378 0.031
H -5.700 3.042 0.349
H -8.874 2.959 3.116
H -7.445 0.629 2.205
H -6.461 1.486 3.424
H -5.766 1.093 1.831
C -2.452 -4.513 -1.088
Br -0.818 -4.218 -0.092
Br -2.882 -2.967 -2.171
Br -2.388 -6.146 -2.136
H -3.254 -4.635 -0.362
Cl -4.502 -1.748 1.013
C 0.967 2.029 -4.062
C 2.145 1.173 -4.369
O 2.372 0.088 -3.906
N 3.202 1.626 -5.248
C 2.790 1.891 -6.649
H 0.309 1.499 -3.374
H 1.298 2.959 -3.593
H 0.415 2.251 -4.978
H 3.593 2.481 -4.840
H 3.894 0.870 -5.186
H 3.679 2.196 -7.202
H 2.055 2.695 -6.658
H 2.379 0.974 -7.071
Li -10.229 3.257 0.171
O 3.461 -9.423 4.327
H 3.505 -9.493 5.288
H 3.348 -8.479 4.168
```

The energy comes out at -304607.3527 eV. Its total charge is +1.